(1)
Here is C15H21ClN2O in the gas phase from the OMol25 dataset. Energies are from ωB97M-V with the def2-TZVPD basis set.

Output
Relative energy (zero: lowest compared OMol25 entry of this formula, charge and spin) in eV: 0.052
F_max in eV/A: 0.548

Geometry as XYZ:
```
40
C15H21ClN2O ωB97M-V with the def2-TZVPD basis set
C -2.6017 1.9308 0.3409
C -1.5859 1.9478 -0.7655
C -1.8516 2.5413 -1.9935
Cl -3.3893 3.2882 -2.2968
C -0.9204 2.5673 -3.0196
C 0.3162 1.9839 -2.8213
C 0.6192 1.3808 -1.6162
C -0.3203 1.3598 -0.5906
N -0.0501 0.7477 0.6351
C 1.1139 0.1969 1.0935
O 2.1655 0.2064 0.4911
C 0.9516 -0.4333 2.4593
C -0.0045 -1.6637 2.4744
N 0.4573 -2.9095 1.9531
C 1.4397 -3.6582 2.7046
C 2.8787 -3.4985 2.2007
C 2.9367 -3.8590 0.7203
C 1.9758 -2.9568 -0.0469
C 0.5591 -3.0992 0.5227
H -2.2095 2.4141 1.2364
H -2.8937 0.9087 0.5879
H -3.4955 2.4663 0.0364
H -1.1681 3.0401 -3.9565
H 1.0494 1.9977 -3.6123
H 1.5827 0.9281 -1.4566
H -0.8336 0.7162 1.2703
H 0.5460 0.3135 3.1454
H 1.9354 -0.7314 2.8190
H -0.9230 -1.4060 1.9346
H -0.2776 -1.8394 3.5209
H 1.3687 -3.3711 3.7559
H 1.1684 -4.7203 2.6258
H 3.5361 -4.1475 2.7826
H 3.2167 -2.4692 2.3300
H 3.9524 -3.7383 0.3393
H 2.6466 -4.9051 0.5889
H 2.3162 -1.9250 0.0312
H 1.9584 -3.2277 -1.1042
H -0.1174 -2.3998 0.0260
H 0.2060 -4.1185 0.3094
```



(2)
Here is C3H7OP in the gas phase from the OMol25 dataset. Energies are from ωB97M-V with the def2-TZVPD basis set.

Output
Relative energy (zero: lowest compared OMol25 entry of this formula, charge and spin) in eV: 1.814
F_max in eV/A: 2.576

Geometry as XYZ:
```
12
C3H7OP ωB97M-V with the def2-TZVPD basis set
C -0.2177 0.2645 -1.8651
C -0.2899 0.9007 -0.7154
C -0.1762 0.2910 0.6782
O 1.1643 0.3678 1.1060
P -0.8745 -1.4460 1.1446
H -0.2286 0.6503 -2.9241
H -0.1426 -0.8209 -1.7138
H -0.2374 1.9184 -0.5814
H -0.6348 0.9547 1.4741
H 1.6966 0.0546 0.3715
H -0.4493 -1.2783 2.4262
H 0.3901 -1.8568 0.5991
```



(3)
Here is 2 unconnected molecules or ions with the total composition C9H14O from the OMol25 dataset. Energies are from ωB97M-V with the def2-TZVPD basis set.

Output
Relative energy (zero: lowest compared OMol25 entry of this formula, charge and spin) in eV: 1.105
F_max in eV/A: 2.571

Geometry as XYZ:
```
24
C9H14O ωB97M-V with the def2-TZVPD basis set
C 0.9274 0.7360 1.9531
C 0.5228 -0.5324 1.2307
C 1.4678 -1.4700 0.8437
C 1.1536 -2.6348 0.1553
C -0.2140 -2.8818 0.0379
O -0.6925 -4.0749 -0.4868
C -1.1533 -1.9140 0.3232
C -0.8191 -0.6699 0.8620
H 1.2517 0.5743 2.9782
H 0.0447 1.3690 1.8848
H 1.7518 1.2452 1.4509
H 2.4956 -1.3344 1.1366
H 1.9323 -3.2051 -0.3181
H -0.3835 -4.2129 -1.3851
H -2.1815 -2.2485 0.2328
H -1.4703 0.1092 1.2065
C -0.2195 2.4583 -0.8815
C -0.9714 2.7820 -2.1936
H 0.7817 2.8226 -0.6325
H -0.6639 3.0245 -0.0508
H -0.2585 1.3740 -0.8232
H -2.0421 2.6610 -2.1886
H -0.5578 2.1916 -2.9925
H -0.7021 3.8311 -2.3429
```



What is the formula in the second record? C3H7OP